No. 1
110
Properties=species:S:1:pos:R:3 method="wB97M-V/def2-TZVPD" largest_force_ev_per_a=2.58 charge=-1 e_homo_ha=-0.13805 lumo_energy_ev=1.303 gap_ha=0.1859
C 5.38556 1.67303 -1.00932
C 4.58116 1.84105 -2.32006
Nb 2.38442 1.78315 -1.77420
N 1.89782 3.54334 -2.78932
B 0.06660 1.27155 -1.88468
N -0.69551 2.28445 -1.14584
O -0.67297 0.19346 -2.42281
H 4.83890 2.05919 -0.12031
H 6.35637 2.21465 -1.05509
H 5.62269 0.61226 -0.81758
H 4.71165 2.86636 -2.73329
H 4.93659 1.14381 -3.10074
H 2.24614 0.65574 -3.22068
H 2.48245 0.21357 -0.78224
H 2.14474 2.58594 -0.08109
H 1.93203 3.36040 -3.79345
H 0.95813 3.91048 -2.63418
H -0.09910 3.01768 -0.77099
H -1.24032 1.94329 -0.35887
H -1.06688 -0.37044 -1.75167
C 0.45160 3.73686 -7.09278
Cl -0.58106 4.54825 -5.92020
Cl 1.33988 4.92484 -8.07782
Cl 1.54800 2.61209 -6.31433
H -0.17778 3.18615 -7.77786
C -3.50470 -1.82366 -0.52519
Cl -1.94542 -1.62916 0.27668
Cl -4.36285 -3.17898 0.21919
Cl -4.47142 -0.35399 -0.45417
H -3.32139 -2.06263 -1.56621
C -2.53897 3.18661 2.88459
Cl -2.05092 1.71006 2.05133
Cl -2.84387 2.86153 4.59445
Cl -1.31663 4.45265 2.69620
H -3.46049 3.54312 2.43935
C 1.79135 -2.26278 2.64905
Cl 0.71877 -1.03341 1.98968
Cl 0.88739 -3.48126 3.57005
Cl 2.73809 -3.02547 1.37731
H 2.47571 -1.77609 3.33726
C -0.28205 9.47818 -6.55568
Cl 0.27907 7.94432 -7.20604
Cl -0.55442 9.36979 -4.81588
Cl 0.84890 10.78601 -6.93478
H -1.22789 9.72183 -7.02545
C -3.81955 3.77671 8.73525
Cl -3.55389 2.28618 7.83418
Cl -3.97989 3.45163 10.46493
Cl -2.52932 4.93752 8.42552
H -4.75129 4.21274 8.39384
C -3.41276 -4.87580 -3.39806
Cl -1.81342 -4.49278 -2.77360
Cl -4.14000 -6.22246 -2.50700
Cl -4.46551 -3.46001 -3.36160
H -3.30932 -5.18831 -4.43079
C 6.52999 -0.51782 2.43104
Cl 4.82487 -0.09862 2.34020
Cl 6.80475 -2.19075 1.92328
Cl 7.51046 0.59162 1.48410
H 6.83521 -0.43722 3.46764
C 7.81306 0.91691 6.31864
Cl 6.73029 1.69874 5.17089
Cl 7.88820 -0.82444 6.02369
Cl 9.42228 1.63640 6.26259
H 7.41112 1.06881 7.31398
C -3.51139 -2.05113 4.18463
Cl -1.79962 -2.11489 4.56849
Cl -4.43414 -3.18231 5.19364
Cl -4.14440 -0.40967 4.34411
H -3.63485 -2.35713 3.15178
C -8.86343 -5.02942 -3.95534
Cl -7.45248 -5.67462 -3.12262
Cl -8.96467 -3.27811 -3.76227
Cl -8.85555 -5.47936 -5.66427
H -9.75198 -5.45470 -3.50652
C 9.24232 0.80577 -3.26321
Cl 9.06943 0.40734 -1.55551
Cl 7.89884 1.78964 -3.81075
Cl 10.79667 1.60717 -3.57152
H 9.24206 -0.12172 -3.82411
C -12.12284 -4.87498 -1.31589
Cl -10.61251 -5.46457 -0.62023
Cl -12.20824 -3.11803 -1.25169
Cl -12.30039 -5.45535 -2.97867
H -12.94612 -5.27675 -0.73674
C -2.74195 -6.60931 1.63357
Cl -3.61370 -5.57081 2.77356
Cl -1.91461 -5.63183 0.43283
Cl -1.60837 -7.65306 2.50434
H -3.45707 -7.24897 1.12911
C -1.83197 1.75398 -10.96996
Cl -3.24403 1.96754 -9.93492
Cl -0.40787 2.51164 -10.25498
Cl -1.54106 0.04620 -11.30231
H -2.03003 2.24850 -11.91384
C 1.18073 2.55410 4.64333
Cl 0.50874 2.02750 6.19285
Cl 1.93970 4.13826 4.80000
Cl 2.33671 1.38305 4.02744
H 0.36556 2.63561 3.93235
C 0.27241 -10.62399 4.14049
Cl 0.71105 -12.21426 3.50775
Cl 0.07832 -10.67693 5.89443
Cl 1.45286 -9.40586 3.66877
H -0.68418 -10.34980 3.70948
C 5.24413 4.91389 5.83096
Cl 4.99187 4.29157 7.46514
Cl 4.28707 6.37071 5.55613
Cl 6.95547 5.21015 5.52661
H 4.89888 4.15813 5.13251

=====

No. 2
61
Properties=species:S:1:pos:R:3 method="wB97M-V/def2-TZVPD" largest_force_ev_per_a=7.96 charge=0 e_homo_ha="-0.20703 / -0.21211" spin_multiplicity=3 lumo_energy_ev="0.229 / 0.227" relative_energy_kj_mol=0.00 gap_ha="0.2154 / 0.2205"
O 0.08274 -0.78471 -1.18238
C 1.31130 -0.81734 -1.85100
C 1.75483 -2.23549 -2.12536
C 1.18736 -3.30979 -1.44883
H 0.39024 -3.10768 -0.74920
C 1.62282 -4.60731 -1.67702
H 1.17784 -5.43036 -1.13073
C 2.62860 -4.85324 -2.60218
H 2.97133 -5.86425 -2.78243
C 3.18718 -3.79004 -3.30031
H 3.96543 -3.97124 -4.03072
C 2.75328 -2.49447 -3.05968
H 3.19393 -1.66674 -3.60194
H 1.22458 -0.31526 -2.82097
C 2.08068 1.45928 -1.13081
C 2.30534 -0.01403 -1.02238
H 2.97485 2.04881 -0.94602
H 1.30232 1.77596 -0.43905
H 1.71950 1.71107 -2.13104
C 3.23154 -0.60476 -0.26427
C 4.23334 0.04574 0.62835
H 3.29526 -1.68703 -0.30078
H 5.26124 -0.16536 0.34686
H 4.10331 -0.28124 1.66313
H 4.10720 1.13161 0.63676
V -0.32625 -0.20103 0.55201
Cl -0.15039 -2.27050 1.59007
Cl 1.80011 0.45054 1.20263
C -0.49804 0.46766 3.39478
O -1.12847 0.57268 2.33006
N -0.97398 0.87472 4.57461
C -2.05159 1.83859 4.66328
C -0.43929 0.35180 5.81298
H 0.49749 0.02753 3.42177
H -2.40512 2.05938 3.66350
H -1.70184 2.75655 5.13631
H -2.87164 1.43309 5.25594
H 0.23634 -0.47118 5.60278
H -1.24288 -0.01225 6.45402
H 0.10890 1.12525 6.35191
H -1.96245 4.82190 -0.62665
H -3.19744 3.85451 -2.86669
C -1.12137 4.32127 -1.10764
C -2.28363 3.28424 -3.03100
N -1.56564 3.12196 -1.78511
H -0.38280 4.06487 -0.35580
C -1.24718 1.91494 -1.31683
O -0.71381 1.72609 -0.21024
H -2.53386 2.30565 -3.42249
H -1.46660 1.08310 -1.98411
H -0.65806 5.00655 -1.81590
H -1.66705 3.81795 -3.75582
N -3.98490 -1.94681 -0.68946
C -4.44450 -0.78969 -0.18065
C -3.37035 -0.06424 0.28729
N -2.24913 -0.77533 0.06603
C -2.64912 -1.91598 -0.52934
H -4.54887 -2.71192 -1.12067
H -5.48555 -0.49599 -0.15268
H -3.40271 0.91101 0.75407
H -1.98437 -2.70904 -0.84099

=====

No. 3
72
Properties=species:S:1:pos:R:3 method="wB97M-V/def2-TZVPD" largest_force_ev_per_a=1.61 charge=+4 e_homo_ha="-0.66042 / -0.66035" spin_multiplicity=5 lumo_energy_ev="-12.182 / -14.195" gap_ha="0.2127 / 0.1387"
Cu 3.01139 1.24041 -0.38013
Cu -4.49143 -0.42065 -3.05013
Pd 1.37437 3.14912 2.38175
C -0.48154 -0.60416 -1.19469
C -1.85366 -0.42961 -1.55565
C -2.70140 0.52612 -0.73839
O -3.90176 0.57755 -0.92702
C -2.11358 1.25191 0.34772
C -0.67999 1.26673 0.57830
C 0.17306 0.20252 -0.18234
O 1.36428 0.06044 0.06682
O -0.15764 2.01955 1.38235
O -2.31904 -1.13443 -2.43593
H 0.16117 -1.26418 -1.77043
H -2.72628 1.82043 1.03682
Cl 2.57673 -4.40264 -2.21462
C 1.93283 -4.74387 -0.59142
C 0.72600 -5.65160 -0.71887
Cl 0.14224 -6.25302 0.89181
H 1.69652 -3.80487 -0.08854
H 2.72730 -5.22543 -0.02640
H 0.98882 -6.55581 -1.25840
H -0.15064 -5.16480 -1.13184
Cl -0.34224 -5.74540 5.22022
C -1.35846 -5.18990 3.89602
C -2.34328 -6.29524 3.49313
Cl -3.59031 -6.62156 4.68863
H -0.77735 -4.86175 3.03492
H -1.98983 -4.38250 4.26763
H -1.84490 -7.24352 3.27469
H -2.78552 -6.03288 2.53058
C 4.76990 -1.49920 -1.10065
O 4.00219 -0.50596 -1.10015
N 5.55542 -1.81281 -2.10174
C 6.50214 -2.92284 -1.98776
C 5.69278 -0.98626 -3.28315
H 4.78321 -2.21512 -0.27410
H 6.20273 -3.74066 -2.64149
H 6.47792 -3.33608 -0.97928
H 7.51808 -2.58375 -2.17193
H 6.72091 -0.61089 -3.31237
H 5.60120 -1.49777 -4.24032
H 5.03657 -0.12525 -3.23194
C -0.16874 6.03634 1.71978
O 0.18077 4.88092 2.05882
N -0.10308 7.09893 2.48645
C -0.64431 8.36361 1.99748
C 0.34610 7.05623 3.87006
H -0.58849 6.26083 0.73537
H -1.31230 8.79721 2.74001
H -1.17273 8.30238 1.04956
H 0.17332 9.06829 1.83386
H 1.04375 7.86778 4.07667
H -0.51650 7.24845 4.50988
H 0.81717 6.10625 4.08712
C -3.20145 1.80929 -4.95364
O -3.75458 1.28368 -3.97543
N -2.10853 2.55545 -4.94048
C -1.50882 3.06118 -6.16158
C -1.38977 2.81314 -3.71773
H -3.57754 1.71707 -5.97895
H -0.54814 2.57787 -6.33684
H -1.40206 4.14334 -6.23945
H -2.15439 2.84221 -7.01398
H -0.42620 2.29263 -3.72399
H -1.32183 3.86872 -3.46705
H -1.89186 2.32484 -2.87644
C -4.80536 -3.31327 7.19401
Cl -5.94133 -4.55389 7.66582
Cl -3.26170 -4.14356 6.74010
Cl -5.40850 -2.45811 5.76869
Cl -4.48180 -2.15814 8.45018

=====

No. 4
60
Properties=species:S:1:pos:R:3 method="wB97M-V/def2-TZVPD" largest_force_ev_per_a=8.66 charge=0 smiles="CCCCNc1c(CCO)c([PH2]=S)c(CCF)c2c1C(=O)N(CCCCN)C2=O" e_homo_ha=-0.31786 lumo_energy_ev=-1.681 relative_energy_kj_mol=1644.20 gap_ha=0.2561
C -4.93176 -3.73815 0.30400
C -4.51750 -2.55433 -0.79001
C -2.84761 -2.49490 -0.74681
C -2.20036 -1.51414 -1.88912
N -1.67246 -0.19195 -1.37893
C -0.61606 -0.34816 -0.30832
C -0.91281 -0.06142 1.31222
C -2.45653 0.37229 1.71032
C -2.66246 1.99313 1.53073
O -2.04479 2.73516 2.64790
C 0.28082 -0.23517 2.46904
P -0.19573 0.06878 4.32938
S -1.44647 -1.33095 4.97350
C 1.82735 -0.67061 2.03700
C 3.06901 -0.87567 3.08801
C 3.41790 0.43207 4.01351
F 3.51245 -0.07654 5.43170
C 2.09754 -0.94964 0.44442
C 0.91093 -0.81565 -0.68009
C 1.61742 -1.23406 -2.09916
O 1.12498 -1.68681 -3.25492
N 3.07577 -0.96044 -1.80483
C 3.68876 0.31065 -2.34869
C 3.00659 1.70057 -1.81081
C 1.61627 2.13267 -2.56415
C 1.73591 3.44709 -3.54172
N 0.49729 3.39727 -4.46046
C 3.43572 -1.38339 -0.39786
O 4.57856 -1.97835 -0.03694
H -4.12980 -4.60989 0.15593
H -4.76290 -3.32746 1.39688
H -6.03161 -4.13505 0.11966
H -4.83522 -2.82018 -1.89304
H -4.89693 -1.48473 -0.43882
H -2.38440 -3.57804 -0.93895
H -2.57572 -2.22101 0.35846
H -1.33569 -2.07255 -2.44629
H -3.01389 -1.24451 -2.72037
H -2.44449 0.46444 -1.08709
H -3.15454 -0.15536 0.91004
H -2.77676 -0.03018 2.76203
H -2.10043 2.31319 0.53813
H -3.79327 2.31137 1.45475
H -1.13884 3.02089 2.32766
H 0.93419 0.01457 5.22197
H -0.84452 1.35087 4.52588
H 4.03791 -1.09707 2.43538
H 2.85962 -1.84726 3.73383
H 2.55209 1.24738 4.01822
H 4.47530 0.90494 3.76201
H 3.75969 0.33950 -3.53392
H 4.82178 0.32549 -1.97417
H 3.79245 2.56866 -2.04280
H 2.85315 1.61275 -0.65027
H 1.12911 1.27336 -3.22089
H 0.83329 2.39048 -1.72055
H 2.67196 3.40840 -4.25074
H 1.63686 4.47803 -2.95864
H 0.65707 2.75234 -5.26502
H 0.21579 4.35727 -4.75817

=====

No. 5
61
Properties=species:S:1:pos:R:3 method="wB97M-V/def2-TZVPD" largest_force_ev_per_a=2.88 charge=+2 e_homo_ha="-0.52366 / -0.52364" spin_multiplicity=7 lumo_energy_ev="-7.113 / -8.880" gap_ha="0.2623 / 0.1973"
Pt -1.91065 -2.63580 -2.13857
Fe 1.08040 -2.14887 -0.96136
O -0.44439 -1.04771 -1.85602
C 0.04039 0.24871 -2.15166
C 1.37118 0.57685 -1.50221
O 2.22295 -0.41777 -1.19535
H -0.70416 1.03872 -2.01018
H 0.18407 0.26780 -3.24258
H 1.23826 1.18199 -0.57470
H 1.84562 1.39140 -2.08058
N 0.69765 -2.06679 1.11349
C 0.76602 -0.93656 1.83456
C 0.48487 -0.86210 3.17714
C 0.18626 -2.00533 3.90376
C 0.27523 -3.19891 3.20036
C 0.47400 -3.18201 1.83000
H 1.00860 -0.02131 1.31158
H 0.50036 0.12237 3.62524
H -0.14434 -2.03337 4.93269
H 0.11610 -4.17808 3.63100
H 0.42519 -4.15693 1.35677
N -0.30971 4.07374 3.59353
C 0.23801 4.10128 2.36574
C -0.12019 3.26401 1.32553
C -0.99933 2.22224 1.60455
C -1.53053 2.16362 2.86892
C -1.19065 3.10164 3.83067
H 1.00685 4.86142 2.28633
H 0.26070 3.32224 0.31332
H -1.28700 1.52530 0.82483
H -2.26288 1.39988 3.10616
H -1.68530 3.14087 4.79353
N -2.71243 -2.03417 -0.23358
C -3.26093 -0.82163 -0.06396
C -3.67631 -0.37100 1.17692
C -3.67955 -1.20083 2.26674
C -3.24957 -2.53048 2.10299
C -2.79391 -2.84795 0.83813
H -3.17836 -0.13419 -0.89577
H -4.06347 0.63919 1.13668
H -4.18789 -0.99229 3.20090
H -3.11621 -3.17325 2.95844
H -2.38190 -3.83575 0.66423
C 3.39980 2.16759 1.22983
O 3.72059 2.70592 -0.05513
H 2.57826 2.76527 1.62155
H 3.06919 1.14001 1.05079
H 4.25185 2.06380 1.90251
H 3.78694 3.66018 0.04482
C 2.60376 2.38603 -4.93966
O 3.08982 1.25213 -4.23649
H 3.41550 2.88216 -5.47768
H 1.82643 2.20704 -5.68864
H 2.18471 3.11725 -4.24854
H 3.19464 0.55109 -4.88592
C -0.14958 -2.93135 -4.82645
O -1.37985 -3.27651 -4.19431
H 0.62201 -3.69491 -4.67266
H -0.18840 -2.76367 -5.89981
H 0.27390 -2.07689 -4.30040
H -1.83261 -3.96530 -4.69198

=====

No. 6
54
Properties=species:S:1:pos:R:3 method="wB97M-V/def2-TZVPD" largest_force_ev_per_a=2.16 charge=0 e_homo_ha=-0.23957 lumo_energy_ev=-0.148 gap_ha=0.2341
O 0.01747 -0.11148 -2.74288
C 1.06852 -0.28269 -3.75907
C 0.33520 0.62797 -4.72912
H 1.11946 -1.32904 -4.10081
H 2.02119 0.10445 -3.36569
C -0.73084 0.79306 -3.62516
H -0.01944 0.09462 -5.61656
H 0.89625 1.53923 -4.99544
C -2.10064 0.18695 -3.89222
H -2.01525 -0.85586 -4.23073
H -2.64274 0.76042 -4.65956
H -2.69174 0.22802 -2.96549
C -0.76718 2.18812 -3.04019
H 0.25348 2.58793 -2.94876
H -1.25680 2.16726 -2.05567
H -1.34763 2.84344 -3.70654
In 0.22289 -1.28900 -0.60715
C 0.90494 1.75978 1.48031
C 1.79414 0.66190 1.39128
C 2.33600 0.65490 0.06701
H 2.03370 -0.04093 2.18787
C 1.79654 1.77281 -0.63226
C 0.89805 2.43720 0.23665
H 0.31144 3.33253 -0.00382
H 0.33446 2.03803 2.36901
H 3.08336 -0.04715 -0.31836
H 2.07688 2.09074 -1.63648
C -1.84630 -0.40279 1.91735
C -2.06801 0.80691 1.20274
C -2.27253 0.51678 -0.14927
H -2.10772 1.79876 1.65371
C -2.10559 -0.91265 -0.33599
C -1.86514 -1.47453 0.99280
H -1.80903 -2.53598 1.23541
H -1.75020 -0.48536 2.99213
H -2.62102 1.21450 -0.91025
H -2.51264 -1.46455 -1.18873
O 0.59612 -1.27018 -6.84158
C 0.07632 -0.39320 -7.87836
C 0.44947 -0.91852 -9.26769
H 0.50250 0.60892 -7.73020
H -1.00914 -0.28871 -7.74334
C 1.47810 -2.03433 -8.98913
H 0.86757 -0.12107 -9.88163
H -0.43526 -1.33783 -9.75115
C 1.35304 -2.31958 -7.48081
H 2.48992 -1.67106 -9.19936
H 1.28263 -2.93361 -9.57474
H 2.32520 -2.40156 -6.97826
H 0.82440 -3.26669 -7.30763
C 1.58148 -2.94871 -0.45133
H 1.84834 -3.21494 0.57529
H 2.49788 -2.78420 -1.02663
H 1.04767 -3.79804 -0.89141

=====

No. 7
55
Properties=species:S:1:pos:R:3 method="wB97M-V/def2-TZVPD" largest_force_ev_per_a=2.52 charge=0 e_homo_ha="-0.27978 / -0.27979" lumo_energy_ev="-2.119 / -2.117" relative_energy_kj_mol=107.40 gap_ha="0.2019 / 0.2020"
O 3.07072 -0.97530 -5.56109
C 3.98106 -2.16285 -5.54810
C 4.54211 -1.95940 -6.93602
H 3.39947 -3.07474 -5.42836
H 4.72054 -2.07384 -4.74845
C 3.46097 -0.87214 -6.96307
H 4.36611 -2.77988 -7.62185
H 5.54550 -1.55889 -6.97605
C 2.40599 -1.29814 -7.94875
H 2.28314 -2.38134 -7.91497
H 2.77588 -1.04178 -8.93793
H 1.45971 -0.79666 -7.78915
C 4.04852 0.47323 -7.30875
H 4.98719 0.65254 -6.77119
H 3.31932 1.26630 -7.13355
H 4.27828 0.46084 -8.37908
In 0.53918 0.35565 -1.18802
C 0.53659 2.83297 1.05820
C 1.05648 1.63113 1.60213
C 2.15791 1.21804 0.80214
H 0.68627 1.12488 2.49269
C 2.34667 2.20389 -0.23836
C 1.32543 3.19433 -0.06832
H 1.20613 4.10010 -0.66766
H -0.30832 3.39671 1.45129
H 2.81375 0.36829 0.98617
H 3.17273 2.24249 -0.95789
C -3.02164 1.07848 -0.62958
C -2.27686 2.14468 -1.17488
C -1.46533 1.62658 -2.22260
H -2.39085 3.19415 -0.89739
C -1.64967 0.18035 -2.26063
C -2.67039 -0.11637 -1.29682
H -3.13688 -1.09435 -1.15239
H -3.79214 1.15807 0.13980
H -0.96991 2.20930 -2.99108
H -1.29813 -0.49530 -3.04603
O 3.46082 -3.38451 -3.04015
C 2.95775 -2.05300 -2.62170
C 4.03879 -1.42681 -1.73148
H 2.01441 -2.16360 -2.04397
H 2.73854 -1.41803 -3.49119
C 4.58803 -2.69520 -1.03716
H 3.66757 -0.64990 -1.05832
H 4.78789 -0.92760 -2.37017
C 4.12344 -3.91753 -1.87396
H 4.17414 -2.74661 -0.02462
H 5.66847 -2.66293 -0.92191
H 3.36765 -4.52554 -1.34144
H 4.94783 -4.56028 -2.22358
C -0.98795 -1.10901 1.40750
O -0.11338 -0.67334 0.40816
H -1.74726 -1.75719 0.96704
H -1.47107 -0.25189 1.88383
H -0.43984 -1.66318 2.17287

=====

Result set for molar mass: 2333.7; 497.3; 942.6; 443.5; 644.4; 418.3; 434.3 g mol⁻¹, one per record in the order listed.